# C36H30CrN5O6PS

A structure of composition C36H30CrN5O6PS at a distorted geometry (ωB97M-V/def2-TZVPD, OMol25).

Calculated values
⟨S²⟩: 0.780
E_HOMO (alpha / beta) (eV): -10.420 / -10.417

```
! RIJCOSX wB97M-V def2-TZVPD def2/J DEFGRID3
* xyz 1 2
Cr -0.144 0.036 0.175
S -1.406 -3.308 0.342
P 0.267 1.667 -1.562
O 0.294 1.847 0.955
O 2.175 0.772 0.687
O -1.024 -3.433 -1.054
O -0.922 -4.294 1.244
O 3.813 6.382 3.163
O 1.557 6.075 3.506
N -0.598 -0.912 -1.751
N -0.411 -0.243 2.264
N -0.847 -1.779 0.750
N -1.695 -2.136 2.920
N -7.275 -2.786 0.751
C 0.516 0.738 -3.103
C -3.373 2.800 -3.066
C 0.176 -1.458 -4.041
C 2.849 2.598 -1.801
C 2.642 6.960 3.709
C 2.119 5.200 -2.428
C 2.070 4.992 2.857
C -1.720 -1.659 4.148
C -3.843 -2.298 -0.422
C -1.093 -0.467 4.507
C -3.160 -3.113 0.464
C -5.922 -2.890 0.653
C -3.213 3.621 -0.811
C 3.449 5.178 2.663
C 2.226 2.918 1.741
C -1.928 3.122 -0.719
C -5.201 -3.679 1.562
C 3.597 3.090 1.586
C -0.443 0.230 3.500
C 1.247 0.275 -5.331
C 1.150 4.300 -2.014
C 1.430 3.874 2.397
C 1.508 2.984 -1.738
C 1.127 1.164 -4.274
C -1.013 -1.432 2.022
C -5.215 -2.181 -0.331
C 0.785 -1.028 -5.212
C -3.940 3.446 -1.979
C 3.810 3.509 -2.201
C 0.041 -0.567 -2.990
C 4.236 4.237 2.038
C 3.441 4.800 -2.545
C -1.364 2.444 -1.801
C 1.567 1.761 1.119
C -2.087 2.293 -2.981
C -3.831 -3.785 1.471
H 0.078 1.161 3.691
H 1.504 2.172 -4.353
H 4.162 2.316 1.093
H -5.731 -4.229 2.322
H -2.252 -2.255 4.877
H -4.948 3.822 -2.036
H -0.179 -2.472 -3.931
H -1.110 -0.104 5.520
H 4.182 5.496 -2.911
H -5.751 -1.568 -1.040
H -3.256 -4.398 2.145
H 2.436 7.918 3.209
H -3.306 -1.789 -1.209
H 1.713 0.607 -6.245
H -0.549 -1.950 -1.608
H 0.121 4.618 -1.928
H 2.784 7.130 4.787
H -7.782 -2.407 -0.029
H 5.291 4.403 1.899
H 0.371 3.722 2.525
H -1.644 1.788 -3.830
H -3.651 4.137 0.030
H 0.907 -1.712 -6.038
H -1.602 -0.732 -1.849
H -3.941 2.681 -3.976
H -1.342 3.246 0.180
H 1.832 6.210 -2.684
H 3.127 1.585 -1.543
H -7.764 -3.461 1.314
H 4.845 3.205 -2.270
*
```